Entry 1:
Computed, not measured: a cluster of 3 separate species, C3H11NO4S in total, with ωB97M-V/def2-TZVPD.

**SMILES**: N[C@H](CS)C(=O)O.O.O
**Electronic energy**: -874.81931 Eh
**Frontier orbital gap**: 9.498 eV
**E_LUMO**: 0.36 eV

```
! wB97M-V def2-TZVPD RIJCOSX def2/J DEFGRID3
* xyz 0 1
N 2.225 -0.806 0.758
C 1.385 0.142 0.098
C 0.359 0.732 1.054
S 1.127 1.847 2.264
C 0.694 -0.427 -1.132
O -0.312 -1.076 -1.236
O 1.512 -0.242 -2.213
H 1.783 -1.617 1.186
H 2.901 -1.233 0.143
H 2.086 0.887 -0.274
H -0.040 -0.094 1.610
H -0.326 1.285 0.426
H 1.577 0.899 3.094
H 1.020 -0.478 -3.012
O -2.542 1.655 -0.872
H -2.115 1.709 -1.733
H -2.762 0.713 -0.788
O -3.161 -1.117 0.113
H -2.711 -1.029 0.958
H -2.698 -1.749 -0.442
*
```

=====

Entry 2:
Computed, not measured: a cluster of 2 separate species, C3H11NOS in total, with ωB97M-V/def2-TZVPD.

**SMILES**: C[C@H](N)CS.O
**Electronic energy**: -649.06034 Eh
**Frontier orbital gap**: 10.050 eV
**E_LUMO**: 0.95 eV

```
! wB97M-V def2-TZVPD RIJCOSX def2/J DEFGRID3
* xyz 0 1
C -0.888 0.570 1.822
C -0.064 0.304 0.545
N 0.680 -0.988 0.567
C 0.863 1.431 0.127
S 1.789 1.244 -1.510
H -1.501 -0.355 1.798
H -0.256 0.630 2.730
H -1.608 1.374 1.711
H -0.720 0.158 -0.335
H 1.646 -0.811 0.296
H 0.850 -1.156 1.565
H 1.599 1.553 0.925
H 0.284 2.351 0.000
H 0.738 0.866 -2.250
O -1.176 -2.036 -2.802
H -0.610 -2.318 -2.080
H -1.626 -2.817 -3.107
*
```

=====

Entry 3:
Computed, not measured: a cluster of 2 separate species, C3H11NOS in total, with ωB97M-V/def2-TZVPD.

**SMILES**: NCCCS.O
**Electronic energy**: -649.05816 Eh
**Frontier orbital gap**: 9.696 eV
**E_LUMO**: 0.77 eV

```
! wB97M-V def2-TZVPD RIJCOSX def2/J DEFGRID3
* xyz 0 1
N -2.069 -0.435 -0.648
C -0.858 0.100 -0.050
C -0.099 1.030 -0.994
C 1.358 1.300 -0.682
S 2.114 2.287 -2.011
H -2.567 -0.992 0.014
H -2.664 0.302 -0.991
H -0.226 -0.771 0.204
H -0.944 0.530 0.947
H -0.635 1.981 -1.106
H -0.118 0.510 -1.957
H 1.571 1.636 0.329
H 1.872 0.335 -0.798
H 1.654 1.595 -3.040
O 0.294 -3.151 3.303
H 0.098 -2.777 4.146
H 1.218 -3.479 3.332
*
```

=====

Entry 4:
Computed, not measured: a cluster of 2 separate species, C3H11NOS in total, with ωB97M-V/def2-TZVPD.

**SMILES**: C[C@H](N)CS.O
**Electronic energy**: -649.05127 Eh
**Frontier orbital gap**: 9.468 eV
**E_LUMO**: 0.73 eV

```
! wB97M-V def2-TZVPD RIJCOSX def2/J DEFGRID3
* xyz 0 1
C -1.231 1.746 0.987
C -0.904 0.254 1.111
N -1.468 -0.360 2.368
C 0.602 0.018 1.186
S 1.252 -1.666 1.000
H -1.766 1.912 0.046
H -1.819 2.110 1.805
H -0.291 2.281 0.827
H -1.352 -0.375 0.346
H -2.255 -0.935 2.095
H -1.896 0.327 2.985
H 0.872 0.354 2.188
H 1.204 0.625 0.516
H 0.132 -2.365 0.818
O 0.763 1.455 -6.244
H 0.104 1.440 -5.543
H 0.518 0.931 -7.010
*
```

=====

Entry 5:
Computed, not measured: a cluster of 3 separate species, C3H11NOS in total, with ωB97M-V/def2-TZVPD.

**Electronic energy**: -648.62810 Eh
**⟨S²⟩**: 0.8439
**Frontier orbital gap (spin up / spin down)**: 5.625 / 3.971 eV
**E_LUMO (spin up / spin down)**: -7.18 / -8.75 eV

```
! wB97M-V def2-TZVPD RIJCOSX def2/J DEFGRID3
* xyz 1 2
C 1.085 -0.421 -1.120
C -0.042 0.177 -0.343
C -1.291 -0.745 -0.004
S -2.689 0.226 0.384
N 2.194 0.508 -1.251
H 1.388 -1.338 -0.554
H 0.755 -0.907 -2.082
H -0.422 1.104 -0.826
H 0.393 0.598 0.605
H -1.632 -1.370 -0.872
H -1.093 -1.564 0.763
H -3.812 -1.300 -0.410
H 1.841 1.525 -1.328
H 2.809 0.260 -2.055
H 3.001 -0.249 1.061
H 3.535 -0.057 2.356
O 2.799 0.257 1.846
*
```

=====

Entry 6:
Computed, not measured: a cluster of 2 separate species, C3H11NOS2 in total, with ωB97M-V/def2-TZVPD.

**SMILES**: CSSCCN.O
**Electronic energy**: -1047.24553 Eh
**Frontier orbital gap**: 8.894 eV
**E_LUMO**: 0.52 eV

```
! wB97M-V def2-TZVPD RIJCOSX def2/J DEFGRID3
* xyz 0 1
C -1.265 2.037 1.435
S -1.920 0.859 0.205
S -1.188 -0.979 0.858
C 0.608 -0.715 1.151
C 1.364 -0.141 -0.072
N 1.783 -1.275 -0.941
H -1.583 1.890 2.465
H -0.182 1.937 1.369
H -1.572 2.999 1.025
H 0.977 -1.740 1.193
H 0.661 0.012 1.954
H 2.240 0.394 0.302
H 0.720 0.533 -0.645
H 1.011 -1.694 -1.437
H 2.344 -0.795 -1.643
O -1.422 -1.516 -2.405
H -0.606 -1.052 -2.633
H -1.969 -0.754 -2.182
*
```

=====

Entry 7:
Computed, not measured: a cluster of 2 separate species, C3H11NOS2 in total, with ωB97M-V/def2-TZVPD.

**SMILES**: NCCCSS.O
**Electronic energy**: -1047.25583 Eh
**Frontier orbital gap**: 9.238 eV
**E_LUMO**: 0.45 eV

```
! wB97M-V def2-TZVPD RIJCOSX def2/J DEFGRID3
* xyz 0 1
N -0.425 -2.682 0.932
C -1.116 -1.651 0.169
C -0.485 -0.276 0.425
C -0.534 0.685 -0.754
S 0.323 0.197 -2.283
S 1.501 -1.411 -1.801
H -0.956 -3.529 1.044
H 0.483 -2.859 0.526
H -2.154 -1.632 0.525
H -1.210 -1.836 -0.903
H 0.549 -0.365 0.753
H -1.009 0.209 1.256
H -0.123 1.643 -0.423
H -1.552 0.908 -1.066
H 2.685 -0.816 -1.958
O 1.107 4.641 1.468
H 1.978 4.241 1.567
H 0.940 4.532 0.522
*
```

=====

Entry 8:
Computed, not measured: a cluster of 2 separate species, C3H11NOS2 in total, with ωB97M-V/def2-TZVPD.

**SMILES**: CNCCSS.O
**Electronic energy**: -1047.19386 Eh
**Frontier orbital gap**: 8.981 eV
**E_LUMO**: 0.38 eV

```
! wB97M-V def2-TZVPD RIJCOSX def2/J DEFGRID3
* xyz 0 1
C -2.417 -0.204 -0.571
N -1.261 -0.662 -1.258
C -0.132 0.121 -0.874
C 1.117 -0.468 -1.478
S 2.188 -1.009 0.021
S 3.342 0.681 0.075
H -2.192 0.161 0.454
H -3.026 0.594 -1.168
H -3.180 -1.048 -0.298
H -1.173 -1.638 -0.893
H -0.047 0.451 0.155
H -0.106 1.123 -1.316
H 0.740 -1.286 -2.201
H 1.484 0.379 -2.025
H 3.838 0.630 -1.159
O 0.071 0.385 4.379
H 0.590 1.149 4.772
H 0.165 0.642 3.386
*
```